C34H35Cl32O4P | the ωB97M-V functional and the def2-TZVPD basis

Last column: Mulliken charge in e.
Element x y z (Å)
C -3.848 -4.956 -3.685  -0.4205
O -3.844 -4.813 -5.129  -0.3959
C -4.039 -3.431 -5.532  -0.5298
C -2.710 -2.512 -5.298  -0.4903
C -1.406 -3.250 -5.838  -0.6487
C -0.106 -3.121 -4.858  -0.2179
C 0.392 -4.586 -4.457  -0.6678
C 1.541 -4.655 -3.328  -0.9249
C 1.149 -3.817 -1.971  0.8909
C -0.342 -3.910 -1.431  -0.4681
C -0.736 -3.081 -0.146  -1.0317
C 0.376 -2.209 0.524  0.4106
C 1.868 -2.152 0.004  0.8372
C 2.240 -2.967 -1.253  -1.3566
C 2.932 -1.252 0.800  0.1193
O 4.096 -1.660 1.048  -0.5735
C 2.371 0.175 1.283  0.8076
C 3.256 1.463 1.227  -1.2010
C 2.599 2.796 1.677  -0.4212
C 1.120 2.806 2.169  0.5165
C 0.523 4.234 2.570  -0.2873
Cl 0.683 5.011 4.207  -0.1281
C -0.197 4.915 1.530  0.0872
C -0.416 4.256 0.063  -0.7761
Cl -0.954 6.573 1.754  -0.1987
C 0.216 1.543 2.281  0.9248
P -1.565 1.593 2.901  1.1568
O -1.762 0.982 4.327  -0.6890
C 0.874 0.167 1.814  -0.3993
C 0.093 -1.270 1.847  -0.0499
O -0.619 -1.650 2.812  -0.5074
H -4.796 -5.501 -3.305  0.2739
H -3.720 -3.936 -3.189  0.1708
H -2.931 -5.611 -3.419  0.1440
H -4.889 -2.978 -4.885  0.2938
H -4.371 -3.402 -6.631  0.3250
H -2.641 -2.140 -4.220  0.2316
H -2.878 -1.574 -5.957  0.3196
H -1.094 -2.728 -6.821  0.2630
H -1.574 -4.371 -6.000  0.4623
H 0.742 -2.499 -5.345  0.3553
H -0.451 -2.487 -3.956  0.1288
H 0.875 -5.031 -5.411  0.3972
H -0.520 -5.261 -4.228  0.1856
H 2.439 -4.064 -3.764  0.3017
H 1.881 -5.718 -3.084  0.3678
H -1.148 -4.537 -1.954  0.0690
H -1.800 -3.109 0.255  0.6933
H 3.320 -2.919 -1.630  0.4694
H 4.350 1.445 0.870  0.3832
H 3.227 3.768 1.642  0.4499
H 0.568 3.948 -0.432  0.2349
H -1.083 3.321 0.116  0.1598
H -0.937 4.998 -0.645  0.3615
H -2.071 2.927 2.859  0.1362
H -2.383 0.786 2.028  -0.6018
C -2.069 4.152 6.089  -0.1091
Cl -0.877 4.080 7.396  -0.1517
Cl -1.836 2.794 4.951  0.2149
Cl -3.715 4.129 6.742  -0.2220
H -1.928 5.089 5.548  0.2675
C -3.812 5.332 10.563  0.3357
Cl -4.074 6.956 11.217  -0.1302
Cl -2.250 4.692 11.093  -0.1235
Cl -5.125 4.248 11.047  -0.1313
H -3.804 5.397 9.476  0.0398
C -6.938 3.363 4.189  -0.0517
Cl -7.392 2.977 2.521  -0.1390
Cl -5.183 3.279 4.393  0.0205
Cl -7.540 4.964 4.642  -0.1326
H -7.394 2.626 4.847  0.3017
C 5.419 -5.540 -0.610  -0.0587
Cl 3.856 -4.725 -0.804  0.1138
Cl 5.550 -6.909 -1.724  -0.1464
Cl 6.748 -4.400 -0.865  -0.1420
H 5.484 -5.920 0.409  0.2859
C 0.336 -5.789 2.431  0.2503
Cl 0.283 -7.126 3.588  -0.1418
Cl 1.386 -6.189 1.064  -0.0765
Cl -1.293 -5.389 1.867  -0.0887
H 0.747 -4.915 2.935  0.0509
C 4.279 5.941 -0.776  -0.1662
Cl 5.677 5.253 0.062  -0.1249
Cl 3.981 5.083 -2.295  -0.0395
Cl 2.845 5.885 0.258  -0.0229
H 4.496 6.982 -1.007  0.3798
C 1.269 -0.350 5.567  0.2722
Cl 2.369 0.131 6.869  -0.1590
Cl 1.858 0.240 4.002  0.0044
Cl 1.074 -2.108 5.537  -0.1315
H 0.295 0.100 5.758  0.0342
C -5.357 -0.674 0.240  -0.0787
Cl -4.039 -0.254 1.332  -0.0471
Cl -4.933 -0.285 -1.431  -0.1158
Cl -5.766 -2.382 0.411  -0.1103
H -6.231 -0.087 0.518  0.3301
C 2.883 4.448 -5.783  0.1041
Cl 2.806 3.124 -4.610  -0.1090
Cl 3.854 3.980 -7.185  -0.0971
Cl 1.256 4.929 -6.284  -0.1307
H 3.361 5.302 -5.305  0.2179
C 7.613 2.587 -6.689  -0.0343
Cl 7.632 1.850 -8.298  -0.1189
Cl 7.326 4.329 -6.806  -0.1041
Cl 6.388 1.820 -5.668  -0.0699
H 8.588 2.431 -6.230  0.3382

The frontier orbital gap is 7.225 eV. Its LUMO energy is -0.0599 hartree. As for the net charge: 0. As for the total energy: -16684.3603 Eh.